{"formula": "C48H44F4N5O7Ta", "method": "ωB97M-V with the def2-TZVPD basis set", "charge": 0, "max_force_ev_per_a": 2.01, "homo_ev": -7.954, "energy_ev": -84701.323, "e_lumo_ev": -0.6, "de_lowest_kcal_mol": 38.8, "species": ["Ta", "F", "F", "F", "F", "O", "O", "O", "O", "O", "O", "O", "N", "N", "N", "N", "N", "C", "C", "C", "C", "C", "C", "C", "C", "C", "C", "C", "C", "C", "C", "C", "C", "C", "C", "C", "C", "C", "C", "C", "C", "C", "C", "C", "C", "C", "C", "C", "C", "C", "C", "C", "C", "C", "C", "C", "C", "C", "C", "C", "C", "C", "C", "C", "C", "H", "H", "H", "H", "H", "H", "H", "H", "H", "H", "H", "H", "H", "H", "H", "H", "H", "H", "H", "H", "H", "H", "H", "H", "H", "H", "H", "H", "H", "H", "H", "H", "H", "H", "H", "H", "H", "H", "H", "H", "H", "H", "H", "H"], "positions_angstrom": [[-1.37743, 0.22645, -0.09909], [-2.45811, 0.20896, 2.39007], [-0.61169, 4.76353, 4.60176], [-0.40287, 4.43963, 2.00560], [-2.63631, 0.54289, 5.03601], [2.69238, 0.21099, -0.94260], [-0.37116, -1.62539, 0.71978], [-0.87177, -1.31304, -1.81978], [-0.02656, 0.25515, 1.67056], [-1.93118, 0.52927, -2.16537], [-4.69716, 0.23089, 0.82011], [-2.93613, -0.86983, -0.02401], [0.41257, 0.86463, -0.87857], [-3.84747, 2.67869, -0.95820], [-1.60388, 2.12459, 0.69120], [0.63147, -2.29932, -3.84287], [1.54172, 0.32481, 3.93552], [-0.10722, -1.45878, -4.62939], [2.78321, -3.49174, 2.71304], [-4.51855, 3.37745, 0.12597], [0.28106, -0.98210, 1.60105], [-0.64882, -0.62138, -6.83644], [-1.67155, 2.69135, 4.89935], [-2.60637, 3.33556, -1.31338], [2.97512, -1.97844, -4.52547], [-1.85864, 0.20407, -4.95765], [5.37315, -1.69155, -5.25523], [-5.19234, -4.32359, -0.46844], [-1.57494, 2.35650, 2.06160], [5.59884, 3.19161, 4.30178], [2.38274, 1.21234, 4.67339], [-1.31511, -0.48854, -2.65960], [-1.12399, 3.64787, 4.07298], [-2.13679, 1.53885, 4.29653], [-6.34440, -4.46999, 0.29184], [3.92888, 2.95053, 6.15476], [-6.79226, -3.42811, 1.09414], [1.56205, 0.52176, -0.91260], [1.99097, 1.56318, 5.95888], [-1.10770, -0.60955, -4.10109], [3.42939, -2.80396, 3.74273], [2.85264, -0.48117, -4.44448], [1.73998, -2.87648, 2.06546], [3.28473, -4.76357, -4.51418], [2.06381, -4.20189, -4.19035], [1.95917, -0.89936, 3.48555], [2.75923, 2.44392, 6.69906], [1.90452, -2.82034, -4.20580], [0.10718, -1.42942, -6.02011], [4.33904, -3.94055, -4.87856], [-6.09342, -2.23345, 1.12920], [-1.60916, 3.34328, -0.14979], [-4.73793, 2.56903, -2.09861], [4.33242, 2.60852, 4.86947], [3.54306, 1.74274, 4.10060], [-1.05340, 3.49034, 2.69779], [-4.21498, -0.79060, 0.41696], [-4.47924, -3.13566, -0.42279], [3.93053, 1.42125, 2.68237], [-1.65023, 0.20214, -6.31628], [3.03159, -1.54437, 4.12667], [-2.07824, 1.38675, 2.93235], [1.32319, -1.58596, 2.41925], [-4.93639, -2.08912, 0.37102], [4.19774, -2.55836, -4.88954], [5.78212, -1.19291, -4.37288], [-3.56847, -3.01315, -0.99382], [3.08179, 1.05847, 2.10629], [3.75424, -0.04842, -4.01222], [5.29230, -4.37514, -5.15514], [-5.07394, 3.55496, -2.45946], [3.53465, -1.03228, 4.93630], [0.36147, -2.35474, -2.87176], [6.16767, -2.29008, -5.69859], [-7.68730, -3.54807, 1.69027], [4.54334, 3.62729, 6.73675], [-2.24480, 0.82799, -6.96667], [-2.61303, 0.84369, -4.52128], [4.32039, 2.30640, 2.18014], [-5.61908, 1.99114, -1.81531], [-2.77753, 4.39295, -1.58230], [-0.60334, 3.52562, -0.53647], [-6.89506, -5.40146, 0.26088], [3.40974, -5.83846, -4.50196], [-2.18638, 2.84601, -2.18739], [1.08724, 1.12512, 6.36283], [0.81073, 0.76376, 3.39879], [-1.86776, 4.18428, 0.48855], [-6.42880, -1.40270, 1.73549], [1.22439, -3.36711, 1.25036], [1.21382, -4.82126, -3.93402], [3.10265, -4.48387, 2.42773], [6.21648, 2.42723, 3.82862], [-5.44434, 2.86545, 0.37174], [-3.90117, 3.38105, 1.02335], [5.37944, 3.94496, 3.54106], [5.09557, -0.91230, -5.96621], [0.87175, -2.07029, -6.43911], [4.70740, 0.65304, 2.64044], [4.25970, -3.27056, 4.25830], [6.18709, 3.66942, 5.08382], [-4.84610, -5.13735, -1.09182], [-4.23126, 2.05509, -2.90987], [-0.46455, -0.63297, -7.90361], [2.70657, -0.03399, -5.43188], [2.01181, -0.18157, -3.82335], [-1.70918, 2.82667, 5.96965], [2.45698, 2.72367, 7.69989], [-4.74628, 4.42053, -0.15026]], "forces_ev_per_a": [[1.996, -0.233, 0.055], [-0.180, 0.032, -0.010], [0.016, 0.044, 0.019], [0.078, 0.052, 0.085], [-0.005, -0.003, 0.020], [-0.003, 0.014, -0.019], [-0.455, 0.631, -0.433], [-0.083, 0.155, 0.287], [0.055, 0.054, 0.077], [-0.114, 0.439, 0.616], [-0.076, 0.039, 0.017], [-0.878, -0.042, 0.242], [0.350, 0.008, -0.227], [-0.026, 0.053, -0.015], [-0.314, -0.708, -0.543], [0.025, 0.151, 0.104], [-0.071, 0.053, -0.184], [-0.036, -0.123, -0.038], [0.009, -0.025, 0.009], [0.095, -0.117, -0.011], [-0.072, 0.041, 0.154], [-0.003, 0.010, 0.001], [0.006, 0.009, -0.020], [-0.046, -0.121, 0.106], [-0.005, 0.025, 0.060], [0.008, 0.030, -0.014], [-0.003, -0.011, 0.006], [0.002, 0.001, 0.019], [-0.076, 0.048, 0.160], [-0.006, 0.003, 0.006], [0.015, 0.004, 0.049], [-0.069, -0.077, -0.091], [-0.007, -0.046, 0.011], [0.026, -0.014, -0.016], [0.004, -0.014, -0.012], [-0.003, -0.017, 0.016], [-0.004, 0.005, 0.013], [-0.022, 0.093, -0.051], [0.007, -0.031, -0.009], [0.020, -0.014, 0.069], [0.012, -0.017, 0.001], [-0.022, -0.012, -0.018], [0.008, -0.008, 0.007], [0.017, -0.003, -0.016], [-0.004, 0.007, -0.036], [-0.045, -0.093, -0.025], [0.004, -0.007, 0.010], [-0.021, -0.100, -0.040], [0.025, 0.022, 0.000], [-0.023, -0.009, -0.014], [-0.028, 0.008, -0.057], [-0.078, 0.113, -0.041], [0.016, -0.010, 0.129], [0.010, -0.003, -0.014], [-0.031, 0.038, -0.019], [0.063, -0.043, -0.053], [-0.069, -0.085, 0.032], [0.015, -0.024, 0.035], [-0.006, 0.015, 0.018], [-0.008, 0.001, 0.004], [0.002, 0.009, -0.035], [-0.015, -0.021, 0.009], [-0.011, 0.069, 0.056], [0.063, -0.048, -0.087], [0.015, -0.003, 0.002], [-0.003, 0.015, -0.009], [-0.005, 0.003, -0.007], [0.002, -0.010, -0.011], [-0.012, 0.010, -0.003], [0.001, -0.001, 0.003], [0.003, 0.013, -0.040], [-0.002, -0.024, 0.002], [0.000, 0.038, 0.021], [0.006, 0.002, 0.009], [-0.001, -0.004, -0.003], [0.000, 0.001, -0.004], [0.004, 0.001, 0.000], [-0.015, 0.025, 0.046], [0.003, -0.009, -0.005], [0.023, 0.001, -0.012], [0.062, 0.042, -0.040], [-0.010, 0.013, -0.017], [-0.002, 0.001, 0.002], [0.001, 0.001, 0.001], [0.005, -0.112, -0.044], [-0.009, 0.007, 0.000], [-0.066, 0.007, -0.108], [0.005, -0.077, -0.069], [0.002, -0.001, -0.001], [0.005, 0.011, 0.007], [-0.004, 0.007, 0.000], [0.003, 0.003, -0.008], [0.008, 0.000, 0.009], [-0.073, -0.054, 0.002], [-0.020, -0.008, 0.014], [0.005, -0.010, -0.009], [0.001, -0.006, -0.006], [-0.007, 0.005, -0.005], [-0.003, -0.005, 0.008], [-0.001, 0.001, 0.010], [-0.004, 0.008, -0.003], [0.000, -0.001, 0.000], [0.071, -0.086, -0.114], [0.003, -0.008, 0.000], [0.010, -0.004, -0.006], [-0.017, -0.009, 0.006], [0.002, -0.002, 0.003], [0.003, -0.003, -0.003], [-0.017, 0.027, 0.026]], "lowdin_charge": [2.09, 0.07, 0.10, 0.09, 0.11, 0.13, -0.05, -0.06, -0.13, -0.13, 0.11, -0.22, -0.01, -0.28, -0.13, 0.10, 0.11, -0.19, -0.08, -0.09, -0.52, -0.07, 0.07, -0.22, -0.16, -0.02, -0.05, -0.07, -0.18, -0.05, -0.22, -0.54, -0.21, -0.21, -0.08, -0.05, -0.07, -0.43, -0.03, -0.07, -0.06, -0.02, -0.01, -0.08, -0.02, -0.18, -0.08, -0.21, -0.02, -0.05, -0.01, -0.19, -0.09, -0.23, -0.16, -0.14, -0.49, -0.01, -0.01, -0.09, -0.01, -0.16, -0.06, -0.13, -0.23, 0.09, 0.12, 0.07, 0.08, 0.11, 0.09, 0.12, 0.12, 0.07, 0.10, 0.11, 0.10, 0.11, 0.08, 0.09, 0.13, 0.12, 0.10, 0.10, 0.10, 0.11, 0.12, 0.10, 0.12, 0.12, 0.11, 0.10, 0.08, 0.08, 0.07, 0.09, 0.08, 0.12, 0.10, 0.11, 0.08, 0.10, 0.07, 0.11, 0.09, 0.07, 0.14, 0.10, 0.09]}